Record 1
Below is a structure of composition C46H55ClEuIN7S, with properties calculated with ωB97M-V with the def2-TZVPD basis set.

Last column: Mulliken charge in e.
Positions of all 112 atoms, in Å:
Eu 1.15 0.07 -0.19  0.56
C 0.85 1.41 6.45  -1.06
C 1.71 1.96 5.30  -0.97
C 1.02 1.88 3.98  0.90
C 0.30 2.83 3.34  0.47
C 0.00 4.23 3.78  -1.11
C -1.41 4.38 4.38  -1.16
C -0.15 2.24 2.09  0.50
C -0.91 2.91 1.12  -0.82
C -1.30 2.43 -0.15  0.27
C -2.02 3.20 -1.14  0.85
C -2.47 4.62 -0.96  -1.27
C -3.76 4.75 -0.14  -1.13
C -2.20 2.38 -2.21  1.18
C -1.60 1.11 -1.86  -0.02
C -1.66 -0.05 -2.64  -0.89
C -1.13 -1.31 -2.29  0.06
N -0.38 -1.56 -1.19  -0.35
C -0.11 -2.90 -1.19  0.25
C 0.58 -3.58 -0.17  -0.71
C 1.05 -3.06 1.04  0.04
N 0.94 -1.77 1.42  -0.26
C 1.50 -1.69 2.66  0.12
C 1.56 -0.53 3.43  -0.55
C 0.99 0.70 3.12  -0.05
N 0.29 0.96 1.98  -0.46
C 2.01 -2.99 3.08  0.77
C 1.72 -3.85 2.07  0.53
C 1.97 -5.32 2.00  -1.22
C 0.72 -6.16 2.30  -0.97
C 2.68 -3.27 4.39  -1.06
C 1.69 -3.50 5.54  -1.04
C -0.69 -3.52 -2.35  0.76
C -1.33 -2.53 -3.04  1.08
C -2.13 -2.65 -4.30  -0.99
C -3.64 -2.78 -4.05  -1.26
C -0.61 -4.99 -2.68  -1.32
C -1.63 -5.83 -1.90  -1.02
N -1.03 1.18 -0.63  -0.49
C -2.90 2.66 -3.51  -1.20
C -4.38 2.23 -3.51  -1.13
H 1.37 1.49 7.41  0.40
H 0.59 0.36 6.29  0.18
H -0.09 1.97 6.53  0.22
H 2.65 1.40 5.25  -0.07
H 1.98 2.99 5.51  0.52
H 0.11 4.91 2.94  0.23
H 0.74 4.53 4.52  0.43
H -2.16 4.04 3.67  0.24
H -1.62 5.43 4.62  0.40
H -1.51 3.79 5.29  0.25
H -1.21 3.92 1.36  0.41
H -2.62 5.08 -1.95  0.44
H -1.68 5.20 -0.48  0.27
H -4.59 4.24 -0.64  0.25
H -4.04 5.80 0.00  0.41
H -3.64 4.29 0.84  0.21
H -2.19 0.01 -3.58  0.56
H 0.74 -4.64 -0.34  0.37
H 2.08 -0.59 4.38  0.49
H 2.76 -5.59 2.70  0.37
H 2.35 -5.58 1.00  0.38
H 0.39 -6.00 3.33  0.25
H 0.91 -7.23 2.17  0.37
H -0.11 -5.87 1.65  0.18
H 3.34 -2.43 4.64  0.25
H 3.33 -4.15 4.28  0.48
H 1.08 -2.60 5.70  0.19
H 2.20 -3.74 6.47  0.39
H 1.00 -4.32 5.30  0.22
H -1.78 -3.50 -4.88  0.54
H -1.96 -1.76 -4.93  0.18
H -3.84 -3.66 -3.42  0.22
H -4.20 -2.89 -4.98  0.43
H -4.02 -1.91 -3.52  0.21
H 0.40 -5.35 -2.46  0.40
H -0.76 -5.13 -3.75  0.46
H -1.53 -5.66 -0.83  0.18
H -1.50 -6.90 -2.10  0.38
H -2.65 -5.55 -2.18  0.24
H -2.38 2.15 -4.32  0.11
H -2.84 3.73 -3.73  0.55
H -4.46 1.16 -3.32  0.17
H -4.86 2.46 -4.46  0.42
H -4.92 2.75 -2.71  0.22
C 1.99 4.31 -0.37  -1.05
N 1.61 3.66 -1.62  0.60
C 1.45 4.37 -2.81  -0.82
C 1.23 3.47 -3.77  -0.32
N 1.24 2.23 -3.14  0.82
C 1.45 2.32 -1.79  -1.06
S 3.34 1.59 1.01  -0.20
C 1.15 0.99 -3.81  1.09
C 0.72 0.92 -5.13  -0.88
C 0.75 -0.32 -5.75  -0.71
C 1.19 -1.42 -5.04  -1.05
C 1.57 -1.24 -3.72  -0.16
N 1.54 -0.06 -3.11  0.22
H 1.95 5.39 -0.52  0.34
H 2.99 4.01 -0.08  0.25
H 1.30 4.03 0.42  0.48
H 1.56 5.44 -2.86  0.48
H 1.09 3.61 -4.83  0.40
H 0.37 1.80 -5.65  0.20
H 0.42 -0.41 -6.77  0.39
H 1.22 -2.41 -5.49  0.41
H 1.90 -2.07 -3.09  0.57
Cl 3.19 -1.48 -0.89  -0.53
I 5.22 0.64 3.66  -0.22
C 4.35 0.27 1.63  -0.53
H 3.82 -0.66 1.81  -0.13
H 5.24 0.09 1.05  0.57

Output
Total charge ... -1
F_max ... 0.680 eV Å⁻¹
Electronic energy ... -4035.82069 Ha
Expectation value of S² ... 12.01
Gap between HOMO and LUMO (alpha / beta) ... 0.2083 / 0.2082 Eh
Multiplicity ... 7
Energy relative to the best compared isomer or geometry (same formula, charge and spin) ... 0.000 eV


Record 2
Below is a structure of composition C46H55CsF2N2O2P at a distorted geometry, with properties calculated with ωB97M-V with the def2-TZVPD basis set.

Last column: Mulliken charge in e.
Positions of all 109 atoms, in Å:
Cs 1.61 2.04 0.14  0.88
O 2.00 1.25 3.08  -0.63
C 2.91 0.68 2.39  -0.76
O 2.88 -0.42 1.78  -0.61
C 4.28 1.47 2.24  1.09
C 5.15 1.36 3.32  -0.43
C 6.44 1.91 3.25  -0.31
C 6.82 2.51 2.04  -0.45
C 5.87 2.54 1.04  -0.28
N 4.61 2.12 1.10  -0.11
H 4.90 0.89 4.31  0.31
H 7.09 1.78 4.12  0.35
H 7.85 2.86 1.74  0.28
H 6.23 2.82 0.05  0.37
F 2.29 0.99 -6.15  -0.33
C 1.92 2.04 -5.36  0.75
C 1.55 1.73 -4.03  -1.05
C 1.37 2.81 -3.26  0.36
C 1.37 4.13 -3.54  -0.27
C 1.77 4.34 -4.89  0.45
F 2.06 5.58 -5.40  -0.35
C 1.92 3.32 -5.85  -0.98
C 1.22 5.22 -2.55  0.02
C 1.21 6.57 -3.00  -0.78
C 1.06 7.62 -2.08  -0.50
C 0.98 7.26 -0.72  -0.65
C 1.09 5.90 -0.35  -0.21
N 1.28 4.87 -1.22  0.06
H 1.48 0.71 -3.77  0.59
H 2.12 3.65 -6.88  0.36
H 1.31 6.74 -4.06  0.54
H 0.97 8.65 -2.37  0.44
H 0.80 7.94 0.11  0.33
H 1.10 5.66 0.72  0.37
C -2.17 3.57 2.43  -1.83
C -2.47 3.21 0.93  1.51
C -3.83 3.86 0.52  -1.59
C -2.39 1.71 0.70  -1.37
C -2.11 0.83 1.72  0.24
C -2.11 -0.57 1.60  -0.74
C -1.99 -1.33 2.91  2.81
C -1.14 -0.58 3.91  -1.69
C -3.39 -1.65 3.47  -1.60
C -2.40 -1.11 0.33  1.13
C -2.77 -0.26 -0.73  -0.04
C -2.77 1.15 -0.53  -0.13
C -3.39 -0.74 -1.99  1.04
C -4.94 -0.86 -1.89  -1.66
C -3.16 0.18 -3.18  -2.01
C -2.41 -2.62 0.08  0.00
C -3.64 -3.25 -0.01  -0.86
C -3.78 -4.61 -0.08  -1.02
C -2.69 -5.42 -0.36  -0.96
C -1.44 -4.78 -0.45  -0.68
C -1.26 -3.45 -0.08  0.78
P 0.41 -3.02 0.39  0.07
C 1.01 -4.36 1.73  1.79
C 0.52 -5.83 1.61  -1.78
C 0.63 -3.74 3.11  -1.48
C 2.58 -4.42 1.73  -1.39
C 1.53 -2.98 -1.22  2.44
C 1.67 -4.36 -1.85  -1.74
C 2.91 -2.32 -0.87  -1.23
C 0.81 -1.98 -2.25  -1.92
H -2.32 4.61 2.61  0.47
H -1.13 3.33 2.72  0.32
H -2.86 3.06 3.13  0.37
H -1.70 3.70 0.30  -0.09
H -4.72 3.49 0.93  0.43
H -3.95 3.85 -0.58  0.33
H -3.83 4.90 0.80  0.46
H -1.87 1.28 2.67  0.14
H -1.46 -2.21 2.56  -1.78
H -0.21 -0.07 3.53  0.40
H -0.94 -1.09 4.90  0.29
H -1.72 0.27 4.32  0.59
H -3.87 -0.73 3.85  0.31
H -3.45 -2.41 4.26  0.40
H -4.04 -2.11 2.72  0.31
H -3.11 1.81 -1.33  0.45
H -3.02 -1.75 -2.21  0.56
H -5.46 0.10 -1.89  0.42
H -5.18 -1.38 -0.97  0.30
H -5.32 -1.40 -2.74  0.43
H -4.00 0.80 -3.54  0.38
H -2.94 -0.44 -4.08  0.39
H -2.29 0.83 -3.13  0.54
H -4.53 -2.64 0.18  0.32
H -4.76 -5.04 0.04  0.42
H -2.78 -6.48 -0.32  0.39
H -0.58 -5.35 -0.80  0.42
H -0.55 -5.92 1.73  0.35
H 1.07 -6.33 2.45  0.54
H 0.84 -6.33 0.68  0.20
H -0.51 -3.73 3.30  0.22
H 0.96 -2.72 3.22  0.25
H 1.06 -4.45 3.85  0.59
H 2.95 -4.85 0.75  0.22
H 2.92 -5.07 2.59  0.56
H 2.94 -3.37 1.89  0.19
H 1.80 -5.16 -1.13  0.34
H 2.57 -4.43 -2.52  0.37
H 0.76 -4.57 -2.51  0.29
H 3.60 -3.12 -0.52  0.28
H 2.86 -1.66 0.02  0.10
H 3.35 -1.78 -1.71  0.51
H 0.12 -2.49 -2.96  0.28
H 1.64 -1.66 -2.93  0.63
H 0.35 -1.11 -1.75  0.19

Output
Total charge ... -1
F_max ... 5.337 eV Å⁻¹
Electronic energy ... -2607.00945 Ha
Gap between HOMO and LUMO ... 0.1921 Eh
Energy relative to the best compared isomer or geometry (same formula, charge and spin) ... 1.545 eV